# 1
ORCA calculation (wB97M-V/def2-TZVPD) on C9H8AuF5N5O4S as an isolated structure.

charge: +1
HOMO level (alpha / beta): -12.1 / -12.1 eV
spin multiplicity: 1
E_LUMO (alpha / beta): -4.91 / -4.91 eV
energy relative to the best compared isomer or geometry (same formula, charge and spin): 0.00 kcal/mol

Positions of all 33 atoms, in Å:
Au -0.781 -0.891 -0.292
F -1.608 5.510 1.786
C -1.612 4.425 1.034
C -2.325 3.305 1.441
F -2.997 3.327 2.583
C -2.317 2.178 0.645
F -2.988 1.104 1.058
C -1.613 2.132 -0.558
S -1.680 0.726 -1.598
C -0.894 3.263 -0.931
F -0.168 3.259 -2.047
C -0.894 4.405 -0.151
F -0.198 5.473 -0.522
N -0.261 -3.294 -1.667
N 0.564 -3.941 -0.753
C 0.631 -3.597 0.548
N 1.333 -4.398 1.335
N 0.010 -2.467 0.935
N -0.093 -2.139 2.295
O 0.468 -2.799 3.145
O -0.770 -1.161 2.499
H -0.936 -3.944 -2.051
H 0.296 -2.872 -2.402
H 1.151 -4.700 -1.068
H 1.644 -5.295 1.001
H 1.401 -4.173 2.317
C 2.542 1.533 -1.100
O 1.296 0.937 -0.604
C 0.922 -0.144 -1.211
O 1.426 -0.795 -2.060
H 2.702 2.398 -0.468
H 2.401 1.820 -2.139
H 3.349 0.813 -1.000


# 2
ORCA calculation (wB97M-V/def2-TZVPD) on a 6-piece molecular cluster, C31H42BrClF7N5O3P2 overall.

HOMO level: -8.0 eV
spin multiplicity: 1
structure (SMILES): CCC[C@H](C)P(Cl)(CCOC=O)(P(O)Br)C(F)(F)C(F)(F)C(F)(F)F.c1cc[nH]c1.c1cc[nH]c1.c1cc[nH]c1.c1cc[nH]c1.c1cc[nH]c1
E_LUMO: -0.58 eV

Positions of all 92 atoms, in Å:
C 4.572 -1.362 -0.328
C 4.573 -1.049 -1.932
C 5.378 0.359 -2.347
C 4.526 1.345 -3.324
C 5.645 2.140 -4.260
P 3.153 2.426 -2.604
Cl 3.532 1.904 -0.584
C 3.615 4.278 -2.247
C 3.562 4.744 -0.692
O 3.592 6.250 -0.735
C 4.736 6.708 0.106
O 5.997 6.773 -0.358
P 2.786 3.141 -4.678
O 2.522 1.854 -5.802
Br 0.798 4.334 -4.785
C 1.406 1.751 -2.361
F 1.599 0.491 -1.537
F 0.665 1.295 -3.547
C 0.371 2.638 -1.451
F 0.430 2.307 0.025
F 0.521 4.101 -1.531
C -1.232 2.328 -1.823
F -2.000 3.001 -0.708
F -1.578 0.881 -1.705
F -1.688 2.976 -3.068
H 4.784 -2.515 -0.104
H 3.451 -1.192 0.046
H 5.257 -0.636 0.282
H 3.508 -0.956 -2.425
H 5.078 -1.994 -2.459
H 5.951 0.851 -1.459
H 6.255 -0.063 -3.048
H 4.007 0.587 -4.089
H 5.472 1.868 -5.391
H 6.760 1.822 -4.017
H 5.610 3.302 -4.170
H 4.710 4.551 -2.639
H 2.899 5.019 -2.851
H 4.551 4.480 -0.075
H 2.584 4.503 -0.100
H 4.568 7.041 1.229
H 2.339 0.965 -5.402
N -2.012 0.185 1.190
C -2.724 -0.170 2.307
C -2.308 -1.423 2.696
C -1.306 -1.837 1.786
C -1.142 -0.824 0.868
H -2.113 1.055 0.684
H -3.464 0.498 2.727
H -2.685 -1.980 3.545
H -0.763 -2.773 1.799
H -0.482 -0.735 0.016
N 7.792 -3.443 -1.489
C 7.583 -4.539 -2.284
C 8.419 -4.440 -3.374
C 9.163 -3.245 -3.227
C 8.758 -2.651 -2.053
H 7.310 -3.250 -0.620
H 6.858 -5.293 -2.009
H 8.487 -5.152 -4.186
H 9.914 -2.860 -3.904
H 9.072 -1.734 -1.572
N -3.679 -2.371 6.500
C -2.569 -3.174 6.545
C -1.692 -2.637 7.460
C -2.296 -1.472 7.991
C -3.524 -1.333 7.383
H -4.486 -2.520 5.910
H -2.498 -4.055 5.922
H -0.721 -3.041 7.719
H -1.881 -0.807 8.737
H -4.297 -0.586 7.501
N -6.047 0.701 1.155
C -7.231 1.105 0.596
C -8.255 0.664 1.404
C -7.668 -0.025 2.492
C -6.303 0.016 2.315
H -5.127 0.881 0.773
H -7.244 1.668 -0.327
H -9.311 0.822 1.229
H -8.184 -0.499 3.316
H -5.494 -0.384 2.912
N -9.370 -2.296 0.733
C -9.192 -3.389 1.541
C -10.300 -4.197 1.414
C -11.174 -3.572 0.493
C -10.573 -2.402 0.086
H -8.715 -1.532 0.629
H -8.295 -3.497 2.136
H -10.460 -5.135 1.929
H -12.137 -3.937 0.161
H -10.899 -1.637 -0.606


# 3
ORCA calculation (wB97M-V/def2-TZVPD) on C11H24CoN4O4S as an isolated structure.

HOMO level (alpha / beta): -9.0 / -9.1 eV
spin multiplicity: 4
expectation value of S²: 3.757
E_LUMO (alpha / beta): 0.46 / 0.45 eV
energy relative to the best compared isomer or geometry (same formula, charge and spin): 0.10 kcal/mol

Positions of all 45 atoms, in Å:
Co 0.100 0.088 0.476
N 1.870 0.419 -0.695
N 1.821 -0.613 -1.661
C 0.555 -1.209 -1.941
O 0.453 -1.816 -2.986
O -0.341 -1.057 -1.023
H 1.862 1.341 -1.123
H 2.712 0.324 -0.139
H 2.372 -0.461 -2.492
C -4.783 1.978 -2.356
C -5.457 0.985 -1.416
C -4.604 -0.250 -1.122
C -3.227 0.064 -0.557
N -3.364 0.820 0.688
C -2.474 1.659 1.191
S -1.069 2.168 0.328
N -2.685 2.165 2.411
C -3.762 1.755 3.297
C -5.113 2.384 2.945
C -6.289 1.630 3.564
C -6.565 0.296 2.874
H -5.460 2.792 -2.615
H -4.475 1.489 -3.283
H -3.893 2.420 -1.903
H -6.405 0.655 -1.847
H -5.712 1.490 -0.478
H -4.453 -0.821 -2.041
H -5.138 -0.914 -0.433
H -2.639 0.659 -1.250
H -2.665 -0.849 -0.363
H -4.096 0.497 1.303
H -1.951 2.762 2.751
H -3.474 2.040 4.308
H -3.814 0.662 3.295
H -5.231 2.408 1.857
H -5.109 3.426 3.272
H -7.182 2.255 3.505
H -6.100 1.466 4.630
H -6.785 0.449 1.815
H -7.421 -0.211 3.319
H -5.718 -0.390 2.950
O 0.827 -0.302 2.322
C -0.273 -0.715 2.803
O -1.323 -0.732 2.138
H -0.273 -1.069 3.844